[1]
Computed, not measured: a structure of composition C2H3FI2O2S, with ωB97M-V/def2-TZVPD.

Computed properties:
**Multiplicity**: 3
**Relative energy (zero: lowest compared OMol25 entry of this formula, charge and spin)**: 0.00 kcal per mole
**Largest force on an atom**: 2.4 eV Å⁻¹
**Frontier orbital gap (spin up / spin down)**: 7.692 / 6.770 eV
**Energy**: -1321.7612 Eh
**LUMO (spin up / spin down)**: -0.025 / -2.581 eV

```
11
Properties=species:S:1:pos:R:3:mulliken_charge:R:1
C 2.259 0.119 0.477 -0.75
C -2.508 -0.531 -1.060 -0.06
O -0.320 -0.189 1.092 -0.40
O 0.282 1.812 -0.235 -0.49
F -2.909 -0.516 -2.282 -0.15
S 0.610 0.939 0.891 0.78
I -3.621 0.657 0.298 0.07
I -1.646 -2.230 -0.341 0.13
H 2.400 0.397 -0.621 0.27
H 3.009 0.518 1.240 0.29
H 2.442 -0.977 0.541 0.31
```

[2]
Computed, not measured: a cluster of 3 separate species, C3H9O3S in total, with ωB97M-V/def2-TZVPD.

Computed properties:
**Multiplicity**: 1
**Relative energy (zero: lowest compared OMol25 entry of this formula, charge and spin)**: 15.92 kcal per mole
**Net charge**: -1
**Largest force on an atom**: 5.1 eV Å⁻¹
**Frontier orbital gap**: 6.575 eV
**Energy**: -743.6269 Eh
**LUMO**: 3.608 eV

```
16
Properties=species:S:1:pos:R:3:mulliken_charge:R:1
O -0.947 1.322 0.161 -0.61
C 0.210 1.431 -0.038 0.05
C 0.892 1.311 -1.352 -0.41
C 1.976 0.271 -1.427 -0.71
S 2.663 -0.304 0.182 -0.62
H 0.885 1.916 0.798 0.25
H -0.003 1.326 -2.012 0.26
H 1.301 2.260 -1.506 0.25
H 1.634 -0.643 -1.870 0.20
H 2.752 0.695 -2.067 0.30
H -2.481 -1.553 2.457 0.36
H -2.560 -2.517 3.693 0.30
O -3.112 -2.067 3.055 -0.67
H -1.413 -0.466 -0.014 0.40
H -0.455 -1.589 -0.190 0.29
O -1.342 -1.392 0.130 -0.64
```

[3]
Computed, not measured: a structure of composition C35H36IN2O2OsSb2, with ωB97M-V/def2-TZVPD.

Computed properties:
**Multiplicity**: 5
**Relative energy (zero: lowest compared OMol25 entry of this formula, charge and spin)**: 7.76 kcal per mole
**Net charge**: +3
**Largest force on an atom**: 1.3 eV Å⁻¹
**Frontier orbital gap (spin up / spin down)**: 7.459 / 5.915 eV
**Energy**: -2483.1119 Eh
**LUMO (spin up / spin down)**: -8.068 / -9.613 eV

```
79
Properties=species:S:1:pos:R:3:mulliken_charge:R:1
Os -1.254 1.786 -0.130 1.13
C 1.327 -1.704 -1.820 -1.31
C 1.963 -0.332 -1.615 0.00
C 3.363 -0.392 -0.998 -1.36
Sb 3.446 -1.646 0.737 1.07
C 5.542 -1.918 0.791 0.60
C 6.267 -1.328 1.821 -0.37
C 7.655 -1.396 1.774 -0.64
C 8.289 -2.057 0.729 -0.58
C 7.547 -2.658 -0.282 -0.61
C 6.160 -2.602 -0.253 -0.53
C 3.081 -0.311 2.340 0.77
C 2.561 -0.831 3.526 -0.82
C 2.423 -0.013 4.644 -0.57
C 2.818 1.319 4.582 -0.66
C 3.345 1.839 3.404 -0.72
C 3.481 1.029 2.282 -0.46
Sb 0.805 -2.755 -0.003 0.77
C 1.452 -4.761 -0.162 0.74
C 1.170 -5.566 -1.262 -0.66
C 1.710 -6.845 -1.317 -0.70
C 2.516 -7.308 -0.289 -0.55
C 2.779 -6.507 0.819 -0.91
C 2.244 -5.228 0.891 -0.23
C -0.141 -2.726 1.907 1.01
C -0.628 -3.972 2.279 -0.66
C -1.404 -4.068 3.430 -0.77
C -1.663 -2.938 4.192 -0.69
C -1.161 -1.699 3.804 -0.97
C -0.404 -1.581 2.647 -0.46
H 2.028 -2.391 -2.297 0.71
H 0.411 -1.658 -2.403 0.61
H 1.320 0.305 -1.023 -0.24
H 2.035 0.137 -2.601 0.58
H 3.729 0.600 -0.736 0.58
H 4.075 -0.817 -1.706 0.50
H 5.771 -0.823 2.644 0.40
H 8.238 -0.932 2.561 0.43
H 9.370 -2.121 0.712 0.41
H 8.043 -3.176 -1.093 0.42
H 5.583 -3.091 -1.032 0.42
H 2.271 -1.874 3.591 0.45
H 2.024 -0.421 5.566 0.49
H 2.743 1.946 5.464 0.47
H 3.687 2.869 3.371 0.50
H 3.917 1.434 1.376 0.35
H 0.534 -5.216 -2.066 0.48
H 1.495 -7.478 -2.168 0.44
H 2.937 -8.306 -0.343 0.44
H 3.393 -6.878 1.631 0.45
H 2.430 -4.624 1.768 0.44
H -0.411 -4.858 1.698 0.49
H -1.807 -5.030 3.723 0.47
H -2.258 -3.020 5.095 0.45
H -1.353 -0.820 4.412 0.51
H -0.015 -0.620 2.353 0.66
N -3.317 1.297 -1.013 -0.60
C -3.900 0.043 -0.452 -0.92
C -3.247 -1.195 -1.027 -0.58
C -1.797 -1.379 -0.656 0.60
O -1.333 -2.546 -0.748 -0.88
O -1.083 -0.387 -0.272 -0.26
H -3.927 2.072 -0.767 0.37
H -3.328 1.249 -2.028 0.30
H -4.966 0.004 -0.666 0.47
H -3.778 0.065 0.629 0.36
H -3.301 -1.197 -2.122 0.34
H -3.786 -2.080 -0.698 0.40
I -1.351 3.303 2.248 0.07
C -0.392 4.422 0.754 0.58
C -0.011 5.727 0.896 -0.57
C 0.567 6.339 -0.216 -0.22
C 0.728 5.617 -1.389 -0.66
C 0.314 4.302 -1.434 -0.14
N -0.246 3.698 -0.370 -0.22
H -0.163 6.264 1.822 0.43
H 0.879 7.374 -0.159 0.45
H 1.162 6.069 -2.270 0.43
H 0.419 3.705 -2.329 0.47
```

[4]
Computed, not measured: the ion C4H3O3 with charge -1, with ωB97M-V/def2-TZVPD.

Computed properties:
**Multiplicity**: 1
**Relative energy (zero: lowest compared OMol25 entry of this formula, charge and spin)**: 95.64 kcal per mole
**Net charge**: -1
**Largest force on an atom**: 3.5 eV Å⁻¹
**Frontier orbital gap**: 6.941 eV
**Energy**: -379.8038 Eh
**LUMO**: 4.203 eV

```
10
Properties=species:S:1:pos:R:3:mulliken_charge:R:1
C -0.803 1.080 -0.733 0.29
C 0.437 -0.178 -0.915 -0.71
C -1.920 1.831 -0.817 0.72
C 0.126 0.533 0.316 -0.54
O -0.847 2.619 -1.070 -0.51
O -3.102 1.942 -0.881 -0.65
O -0.182 -1.451 -0.624 -0.36
H 0.730 1.314 0.600 0.20
H -0.226 -0.110 1.042 0.27
H -0.099 -1.931 -1.453 0.29
```

[5]
Computed, not measured: a cluster of 3 separate species, C33H45ClFN6O in total, with ωB97M-V/def2-TZVPD.

Computed properties:
**Multiplicity**: 1
**Net charge**: +1
**Largest force on an atom**: 5.3 eV Å⁻¹
**Frontier orbital gap**: 9.063 eV
**Energy**: -2247.6853 Eh
**LUMO**: -2.573 eV

```
87
Properties=species:S:1:pos:R:3:mulliken_charge:R:1
C 4.300 2.705 -1.698 0.27
C 3.609 2.241 -0.795 -1.57
C 2.534 1.820 0.289 0.04
N 1.306 1.428 -0.473 0.79
F 0.726 2.570 -0.943 -0.18
C 0.441 0.576 0.394 1.56
C -0.163 1.276 1.668 -0.80
C -0.184 2.617 1.971 -1.33
C -0.849 0.195 -0.530 -0.11
C -2.035 1.246 -0.466 -1.30
C -3.226 0.814 0.526 1.44
C -4.137 2.081 0.883 -1.33
C -4.148 -0.322 -0.091 -1.29
C 1.271 -0.760 0.699 1.55
C 0.507 -1.721 1.757 -1.32
C 0.901 -1.399 3.279 -0.22
C -0.161 -2.154 4.203 -1.01
N -1.574 -1.792 3.911 -0.42
C 1.465 -1.685 -0.611 -0.35
C 0.443 -2.719 -1.018 -0.47
C 0.885 -3.468 -2.228 -0.76
C 2.182 -3.145 -2.864 -0.27
N 3.136 -2.183 -2.561 -0.58
C 2.686 -1.512 -1.426 -0.26
O 2.594 -0.585 1.245 -0.30
C 3.110 0.727 1.311 0.68
Cl 4.921 0.566 0.900 -0.12
C 3.129 1.313 2.818 -0.67
C 4.221 2.466 3.034 -0.66
N 5.462 2.035 3.710 -0.60
H 4.637 3.372 -2.544 0.48
H 2.348 2.773 0.887 0.34
H 1.638 0.913 -1.323 0.77
H -0.694 0.590 2.404 0.06
H 0.358 3.429 1.395 0.18
H -0.734 2.980 2.898 0.30
H -0.438 0.150 -1.596 0.40
H -1.289 -0.812 -0.234 -0.44
H -2.519 1.246 -1.505 0.45
H -1.709 2.325 -0.306 0.40
H -2.804 0.400 1.503 -0.20
H -3.701 3.021 0.431 0.33
H -4.212 2.217 2.001 0.29
H -5.174 1.953 0.443 0.36
H -4.796 0.065 -0.945 0.35
H -3.585 -1.259 -0.383 0.16
H -4.868 -0.633 0.742 0.38
H 0.822 -2.812 1.622 0.82
H -0.606 -1.694 1.567 0.43
H 1.005 -0.300 3.506 0.21
H 1.913 -1.874 3.513 0.25
H 0.007 -1.974 5.315 0.36
H -0.057 -3.264 3.948 0.40
H -1.888 -0.965 4.422 0.19
H -2.213 -2.585 4.033 0.21
H -0.498 -2.891 -0.431 0.54
H 0.243 -4.299 -2.640 0.36
H 2.459 -3.791 -3.762 0.37
H 3.400 -0.690 -1.080 0.16
H 2.132 1.731 3.137 0.08
H 3.452 0.430 3.462 0.45
H 3.733 3.234 3.729 0.37
H 4.471 3.040 2.085 0.30
H 5.408 2.116 4.728 0.26
H 5.719 1.067 3.497 0.26
N -4.204 -4.425 0.470 -0.31
C -4.788 -5.255 1.345 -0.19
C -6.058 -5.783 1.178 -0.47
C -6.770 -5.432 0.041 -0.13
C -6.189 -4.573 -0.880 -0.76
C -4.912 -4.103 -0.621 0.05
H -4.194 -5.497 2.220 0.35
H -6.479 -6.451 1.917 0.36
H -7.767 -5.823 -0.126 0.37
H -6.715 -4.277 -1.779 0.35
H -4.413 -3.432 -1.313 0.40
N 2.167 5.479 -5.123 -0.52
C 2.475 5.381 -6.423 -0.31
C 2.748 4.183 -7.064 -0.26
C 2.705 3.016 -6.318 -0.56
C 2.392 3.090 -4.969 -0.04
C 2.131 4.338 -4.424 -0.32
H 2.499 6.321 -6.964 0.36
H 2.988 4.163 -8.119 0.37
H 2.914 2.059 -6.782 0.39
H 2.350 2.199 -4.354 0.34
H 1.877 4.447 -3.374 0.52
```

[6]
Computed, not measured: the molecule C5H5Cl, with ωB97M-V/def2-TZVPD.

Computed properties:
**Multiplicity**: 1
**Relative energy (zero: lowest compared OMol25 entry of this formula, charge and spin)**: 86.32 kcal per mole
**Largest force on an atom**: 5.9 eV Å⁻¹
**Structure (SMILES)**: C#CC/C=C/Cl
**Frontier orbital gap**: 10.121 eV
**Energy**: -653.5432 Eh
**LUMO**: 0.928 eV

```
11
Properties=species:S:1:pos:R:3:mulliken_charge:R:1
C -1.637 1.916 0.068 0.03
C -1.294 0.895 0.605 -0.41
C -0.428 -0.239 0.960 -0.33
C 0.711 -0.938 0.211 -0.22
C 1.119 -0.545 -1.035 -0.45
Cl 2.162 -1.281 -2.248 -0.19
H -2.092 2.600 -0.898 0.28
H -0.750 -1.136 1.432 0.30
H 0.326 0.199 1.705 0.24
H 1.005 -1.812 0.693 0.40
H 0.878 0.342 -1.492 0.34
```